1.
Entry from the Open Molecules 2025 dataset: a cluster of 2 separate species, C4H5O2S in total (ωB97M-V/def2-TZVPD).

The geometry in XYZ format:
```
12
Properties=species:S:1:pos:R:3:forces:R:3:mulliken_charge:R:1
C 1.389 0.993 1.843 -1.2 -0.5 0.8 -0.24
C 1.175 0.456 0.767 1.0 0.5 -0.1 -0.43
C -2.446 -0.219 -0.281 -0.5 0.9 -0.1 -0.52
C -1.187 -0.373 -0.692 -1.4 -0.9 0.6 -0.38
O 2.904 -1.173 -0.206 1.3 -1.5 0.8 -0.56
O 2.469 0.750 -1.617 -1.0 -1.1 0.7 -0.62
S 1.876 -0.418 -0.871 0.1 2.5 -1.2 0.54
H 1.211 1.209 2.898 0.5 0.1 -0.9 0.30
H -3.152 0.451 -0.766 0.2 0.0 -0.4 0.23
H -2.899 -0.608 0.642 0.8 -0.2 -0.3 0.22
H -0.597 -1.046 -0.105 0.5 -0.1 0.1 0.22
H -0.742 -0.021 -1.613 -0.2 0.3 0.1 0.24
```
Forces are in eV/Å.

The net charge is -1. Its HOMO energy is -4.111 eV. As for the energy above the lowest of the compared OMol25 structures with the same formula, charge and spin: 4.1135 eV. For the lowest unoccupied orbital energy, the calculation gives 0.1393 hartree. The strongest force on any atom is 0.054 hartree/bohr.

2.
Entry from the Open Molecules 2025 dataset: a structure of composition C6H7NO (ωB97M-V/def2-TZVPD).

The geometry in XYZ format:
```
15
Properties=species:S:1:pos:R:3:forces:R:3:mulliken_charge:R:1
C -1.922 1.103 -0.004 -5.4 6.0 0.2 -0.80
C -0.834 0.514 0.088 7.1 -2.8 -0.9 0.48
C 0.568 1.057 0.058 2.6 5.9 1.1 -0.41
C 1.848 0.297 -0.411 -3.2 -5.0 3.0 -0.56
C 1.490 -1.138 -0.043 1.4 3.9 -1.3 -0.20
C -0.892 -0.961 0.001 -6.5 -2.4 -0.9 0.41
H -2.748 0.527 0.114 -2.3 -2.1 -0.1 0.38
H -2.349 2.163 -0.035 2.0 -1.1 -0.1 0.27
H 0.535 2.318 -0.388 0.1 -3.9 1.2 0.20
H 0.982 1.238 1.149 -1.5 0.1 -1.6 0.20
H 2.899 0.857 -0.324 -2.5 -1.9 -0.6 0.29
H 2.196 -1.934 -0.204 0.2 -0.1 0.3 0.33
H 0.075 -2.791 -0.055 -0.1 3.9 2.0 0.38
N 0.144 -1.709 0.413 4.1 -2.4 -3.4 -0.30
O -1.995 -1.541 -0.361 4.1 1.8 1.2 -0.66
```
Forces are in eV/Å.

Its HOMO energy is -8.658 eV. As for the energy above the lowest of the compared OMol25 structures with the same formula, charge and spin: 4.7987 eV. For the lowest unoccupied orbital energy, the calculation gives 0.0155 hartree. The strongest force on any atom is 0.158 hartree/bohr.

3.
Entry from the Open Molecules 2025 dataset: a structure of composition C50H41BrCl2N3O9PPbS (ωB97M-V/def2-TZVPD).

The geometry in XYZ format:
```
109
Properties=species:S:1:pos:R:3:forces:R:3:mulliken_charge:R:1
Pb 1.232 -0.191 0.418 0.0 -0.4 -0.2 1.53
O 0.045 3.557 2.181 0.0 0.0 0.0 -0.27
C -1.212 3.978 2.469 0.0 0.0 0.0 1.15
C -1.456 5.206 3.067 0.0 0.0 0.0 -0.88
C -2.754 5.620 3.321 0.0 0.0 0.0 -0.51
C -3.824 4.813 2.970 0.0 0.0 0.0 -0.97
C -3.572 3.586 2.372 0.0 0.0 0.0 -0.62
C -2.281 3.147 2.127 0.1 0.0 0.0 0.20
C -2.110 1.755 1.570 0.0 0.0 0.1 -0.99
O -1.148 1.645 0.459 0.0 0.0 -0.1 0.79
N -1.729 0.791 2.550 -0.6 -0.3 -0.1 -0.19
N -0.414 0.708 2.875 0.3 0.0 0.2 -0.12
C -0.093 -0.207 3.703 -0.1 0.0 0.0 -0.74
C 1.296 -0.420 4.091 0.0 0.2 -0.2 0.45
Br 2.504 0.875 3.373 0.2 0.1 0.3 -0.20
C 1.812 -1.375 4.867 -0.1 0.0 0.1 -0.91
C 1.138 -2.528 5.483 0.0 0.0 0.0 0.70
C 1.693 -3.057 6.650 0.0 0.1 0.0 -0.68
C 1.129 -4.156 7.275 0.0 0.0 0.0 -0.60
C 0.001 -4.759 6.734 0.0 0.0 0.0 -0.42
C -0.546 -4.258 5.561 0.0 0.0 0.0 -0.78
C 0.020 -3.159 4.935 0.1 0.0 -0.1 0.66
H 0.677 4.246 2.414 0.0 0.0 0.0 0.24
H -0.618 5.845 3.324 0.0 0.0 0.0 0.38
H -2.925 6.578 3.794 0.0 0.0 0.0 0.39
H -4.840 5.132 3.156 0.0 0.0 0.0 0.41
H -4.402 2.947 2.092 0.0 0.0 0.0 0.40
H -3.068 1.402 1.183 0.0 0.1 0.0 0.71
H -2.170 -0.112 2.394 0.2 -0.2 -0.1 0.47
H -0.844 -0.841 4.173 0.0 0.0 -0.1 0.85
H 2.865 -1.286 5.110 0.0 0.0 -0.1 0.37
H 2.574 -2.591 7.075 0.0 0.0 0.0 0.38
H 1.573 -4.547 8.181 0.0 0.0 0.0 0.37
H -0.435 -5.626 7.212 0.0 0.0 0.0 0.38
H -1.412 -4.736 5.122 0.0 0.0 0.0 0.43
H -0.374 -2.828 3.985 0.0 0.0 0.0 -0.24
O -1.448 3.921 -0.430 0.0 0.0 0.0 -0.68
S -1.049 2.597 -0.783 0.0 -0.1 -0.1 1.03
O 0.256 2.363 -1.315 0.0 0.1 0.0 -0.65
O -0.277 -0.411 -1.308 -0.1 -0.2 0.2 0.92
C -2.245 2.031 -1.999 0.0 0.0 0.0 0.35
C -3.311 2.902 -2.189 0.1 0.0 0.0 -0.28
C -4.130 2.780 -3.303 0.0 0.0 0.0 -0.82
C -3.834 1.840 -4.272 0.0 0.0 0.0 -0.83
C -2.782 0.957 -4.073 0.1 0.0 0.0 -1.51
C -2.015 0.985 -2.912 0.0 0.0 0.1 -0.05
P -0.887 -0.425 -2.671 0.1 0.2 -0.1 0.87
C 0.336 -0.288 -3.972 0.0 -0.1 0.0 0.15
C 0.818 -1.424 -4.620 0.0 0.1 0.0 0.25
C 1.873 -1.314 -5.513 0.0 0.0 0.0 -0.26
C 2.441 -0.073 -5.760 0.0 0.0 0.0 -0.74
C 1.963 1.061 -5.115 0.0 0.0 0.0 -0.92
C 0.914 0.959 -4.217 0.0 0.0 0.0 -0.51
C -1.816 -1.962 -2.869 0.0 0.0 0.0 1.00
C -1.152 -3.082 -2.362 0.0 0.0 0.0 -0.65
C -1.745 -4.333 -2.442 0.0 0.0 0.0 -0.92
C -3.003 -4.477 -3.006 0.0 0.0 0.0 -0.94
C -3.678 -3.363 -3.482 0.0 0.0 0.0 -0.76
C -3.088 -2.110 -3.415 0.0 0.0 0.0 -0.89
H -3.457 3.710 -1.487 0.0 0.0 0.0 0.58
H -4.961 3.460 -3.434 0.0 0.0 0.0 0.42
H -4.421 1.785 -5.179 0.0 0.0 0.0 0.43
H -2.540 0.232 -4.841 0.0 0.0 0.0 0.75
H 0.383 -2.393 -4.417 0.0 0.0 0.0 0.16
H 2.263 -2.199 -5.999 0.0 0.1 0.0 0.26
H 3.269 0.009 -6.451 0.0 0.0 0.0 0.43
H 2.416 2.025 -5.305 0.0 0.0 0.0 0.45
H 0.558 1.837 -3.691 0.0 0.0 0.0 0.30
H -0.172 -2.984 -1.908 0.1 0.0 0.0 0.27
H -1.221 -5.195 -2.053 0.0 0.0 0.0 0.72
H -3.461 -5.456 -3.067 0.0 0.0 0.0 0.42
H -4.669 -3.465 -3.904 0.0 0.0 0.0 0.44
H -3.651 -1.258 -3.764 0.0 0.0 0.0 0.57
C -0.626 -4.261 1.050 0.0 -0.1 0.0 -1.31
C -0.623 -2.751 1.189 0.1 -0.1 -0.1 1.11
O -1.691 -2.156 1.322 -0.1 0.4 0.2 -0.75
O 0.550 -2.217 1.184 0.2 0.3 0.0 -0.53
H -1.456 -4.562 0.416 0.0 0.0 0.0 0.32
H -0.787 -4.705 2.035 0.0 0.0 0.0 0.32
H 0.320 -4.616 0.647 0.0 0.0 0.0 0.19
Cl 1.165 -4.608 -6.070 0.0 0.0 0.0 -0.23
C 1.580 -5.997 -5.117 -0.1 0.0 0.0 1.39
C 0.981 -7.197 -5.474 0.0 0.0 0.0 -0.74
C 1.162 -8.323 -4.693 0.0 0.0 0.0 -0.44
C 1.937 -8.244 -3.547 0.0 0.0 0.0 -0.57
C 2.545 -7.048 -3.218 0.0 0.0 0.0 0.49
Cl 3.511 -6.988 -1.778 0.0 0.0 0.0 -0.21
C 2.410 -5.883 -3.995 0.1 -0.2 0.1 -1.51
N 3.040 -4.722 -3.557 -0.3 0.3 0.1 0.88
C 3.849 -3.864 -4.283 0.2 -0.1 0.1 0.69
C 4.238 -4.152 -5.594 -0.1 0.0 0.0 -0.76
C 5.063 -3.294 -6.301 0.0 0.0 0.0 -0.74
C 5.539 -2.138 -5.705 0.0 0.0 0.0 -0.99
C 5.219 -1.893 -4.377 -0.1 0.0 0.0 -0.53
C 4.400 -2.737 -3.636 0.1 0.0 0.0 1.33
C 4.326 -2.512 -2.137 0.0 -0.1 0.0 -1.96
C 2.974 -2.220 -1.479 0.1 0.0 -0.1 1.05
O 2.059 -3.046 -1.546 -0.1 -0.1 -0.2 -0.90
O 2.931 -1.112 -0.841 -0.2 0.1 0.1 -0.81
H 0.346 -7.221 -6.348 0.0 0.0 0.0 0.44
H 0.686 -9.255 -4.964 0.0 0.0 0.0 0.39
H 2.090 -9.107 -2.915 0.0 0.0 0.0 0.45
H 2.735 -4.374 -2.643 0.0 0.1 -0.1 0.00
H 3.895 -5.067 -6.057 0.0 0.0 0.0 0.51
H 5.344 -3.544 -7.316 0.0 0.0 0.0 0.41
H 6.189 -1.462 -6.245 0.0 0.0 0.0 0.44
H 5.639 -1.025 -3.883 0.0 0.0 0.0 0.34
H 4.987 -1.686 -1.883 0.0 0.0 0.0 0.40
H 4.717 -3.408 -1.639 0.0 0.0 0.0 0.34
```
Forces are in eV/Å.

Its HOMO energy is -7.317 eV. As for the energy above the lowest of the compared OMol25 structures with the same formula, charge and spin: 0.0000 eV. For the lowest unoccupied orbital energy, the calculation gives -0.0067 hartree. The strongest force on any atom is 0.013 hartree/bohr.